Entry 1:
Computed, not measured: a structure of composition C32H38Cl3FN8O3SSiZr in a non-equilibrium geometry, with ωB97M-V/def2-TZVPD.

The net charge is +2. For the total energy, the calculation gives -4120.913371 Eh. The value obtained for the strongest force on any atom is 1.96 eV/Å. The calculation puts the gap between HOMO and LUMO at 6.3 eV. The energy above the lowest of the compared OMol25 structures with the same formula, charge and spin is 38.5 kcal per mole.

```
88
Properties=species:S:1:pos:R:3:forces:R:3
Zr -0.9509 -2.8314 0.5667 -1.38 0.31 -1.35
C 2.6800 2.6266 4.8088 0.02 -0.02 -0.01
C 1.2016 2.7247 4.4725 -0.01 -0.06 -0.07
N 0.8180 1.8336 3.3578 -0.01 0.11 0.00
C 0.1560 0.7044 3.6322 0.06 -0.01 -0.01
C -0.1964 -0.2348 2.6988 0.01 0.14 0.07
C -1.0274 -1.3887 3.1813 -0.04 -0.10 -0.33
O -1.0495 -1.6940 4.3410 -0.19 -0.04 0.08
O -1.7045 -1.9850 2.2011 0.45 0.32 0.93
C 0.2324 -0.0696 1.3619 -0.16 -0.06 -0.05
O 0.0793 -0.9338 0.4471 0.14 0.41 0.12
C 0.8662 1.1918 1.0411 0.12 -0.01 -0.04
C 1.1930 1.4956 -0.2883 0.00 -0.12 -0.01
C 1.7441 2.6990 -0.5990 0.00 0.12 0.02
F 2.0016 2.9670 -1.8917 0.00 0.01 -0.02
C 2.0255 3.6787 0.3800 0.09 0.06 -0.08
C 1.7331 3.3568 1.6943 0.00 0.02 0.04
C 1.1409 2.1340 2.0385 0.02 0.03 0.15
N 2.6014 4.9304 0.0783 -0.01 -0.04 0.02
C 3.1499 5.2357 -1.2481 -0.03 -0.01 0.15
C 3.8812 6.5814 -1.1795 0.05 -0.02 0.05
N 4.4140 6.7673 0.2142 -0.10 -0.02 -0.02
C 3.2802 6.9725 1.1968 0.06 0.02 -0.04
C 2.0937 6.1293 0.7336 -0.02 -0.05 -0.08
H 2.9253 3.3369 5.5979 -0.01 -0.02 0.00
H 3.3111 2.8398 3.9450 -0.01 0.00 0.02
H 2.9255 1.6265 5.1658 0.00 0.01 -0.01
H 0.8993 3.7407 4.2222 -0.01 0.02 -0.02
H 0.5990 2.4225 5.3254 -0.02 0.02 0.01
H -0.1079 0.5309 4.6685 -0.01 0.00 -0.01
H 0.9813 0.7822 -1.0779 0.00 0.01 0.02
H 1.9815 4.0643 2.4713 0.01 -0.03 -0.02
H 2.3897 5.3076 -2.0280 -0.03 0.01 -0.02
H 3.8482 4.4523 -1.5322 0.01 -0.03 -0.02
H 3.2307 7.4306 -1.3742 -0.02 0.01 0.00
H 4.7113 6.6139 -1.8802 0.02 0.01 0.00
H 5.0694 7.5478 0.2577 0.00 0.01 -0.01
H 4.9262 5.9244 0.4781 0.01 -0.01 0.01
H 3.0448 8.0344 1.2161 0.02 0.02 -0.01
H 3.6514 6.6695 2.1729 0.01 -0.01 0.02
H 1.4608 6.6997 0.0456 -0.02 0.02 0.00
H 1.4755 5.8844 1.5909 -0.01 -0.02 -0.01
N -2.5076 -1.3926 -0.4652 -0.26 -0.17 0.29
C -3.7878 -1.4700 0.1997 0.05 0.14 -0.13
C -4.3006 -0.3625 0.8505 0.04 0.07 0.04
C -5.5172 -0.4470 1.5073 -0.02 -0.03 -0.01
C -6.2149 -1.6468 1.5013 0.04 0.01 -0.02
C -5.6880 -2.7468 0.8434 -0.04 -0.02 0.03
C -4.4644 -2.6804 0.1789 0.01 -0.18 0.03
C -3.8813 -3.8801 -0.4869 -0.05 0.08 0.07
C -4.7562 -4.7486 -1.1369 -0.01 -0.03 -0.05
C -4.3088 -5.9457 -1.6731 0.02 0.02 0.00
C -2.9739 -6.2920 -1.5378 -0.05 -0.02 -0.03
C -2.0951 -5.4130 -0.9173 0.05 0.05 -0.02
C -2.4993 -4.1687 -0.4001 -0.24 -0.07 -0.09
H -2.1846 -0.4321 -0.5073 0.07 -0.02 -0.07
H -2.5797 -1.7199 -1.4261 0.09 0.10 -0.05
H -3.7434 0.5690 0.8466 -0.02 0.00 -0.02
H -5.9181 0.4181 2.0183 0.00 -0.01 0.00
H -7.1618 -1.7301 2.0175 0.01 0.00 -0.01
H -6.2210 -3.6887 0.8678 0.01 0.01 0.00
H -5.8023 -4.4819 -1.2274 0.02 -0.01 0.00
H -5.0014 -6.6062 -2.1786 0.00 0.00 0.02
H -2.6135 -7.2439 -1.9081 0.00 0.02 -0.01
H -1.0609 -5.7226 -0.8348 0.03 0.00 0.02
Cl 2.6688 -5.2524 2.3214 -0.01 0.06 0.04
Si 1.4038 -3.6713 2.1924 0.21 -0.23 -0.17
Cl 0.8612 -3.9100 -0.6153 0.76 -0.22 0.19
Cl -0.5775 -4.7853 2.2023 0.26 -0.42 0.36
N 4.0771 -2.8669 0.1557 0.05 0.12 -0.09
N 3.0665 -1.8516 0.2626 0.17 -0.11 0.20
H 4.8108 -2.5883 -0.4887 -0.03 -0.05 -0.07
H 3.6398 -3.6936 -0.2334 -0.03 -0.03 0.07
H 2.7121 -1.5559 -0.6447 0.00 0.02 0.00
H 3.5122 -1.0631 0.7152 -0.10 0.04 0.01
C 0.0180 -1.1106 -5.8528 -0.04 -0.09 0.05
N -0.5110 -2.2927 -5.1898 0.08 0.11 -0.16
C -0.9420 -3.4541 -5.8204 0.04 0.12 0.04
C -1.3680 -4.2920 -4.8583 0.00 0.06 0.08
N -1.1922 -3.6280 -3.6587 -0.01 -0.16 0.13
C -0.6630 -2.4033 -3.8544 -0.01 0.12 0.06
S -0.2874 -1.2350 -2.6665 -0.07 -0.33 -0.22
H -0.0030 -1.2803 -6.9252 0.00 0.00 -0.01
H 1.0395 -0.9264 -5.5277 0.02 -0.01 0.00
H -0.5911 -0.2448 -5.6031 -0.02 0.01 0.00
H -0.9067 -3.5708 -6.8886 0.01 0.02 0.02
H -1.7806 -5.2829 -4.9157 0.01 0.02 0.02
H -1.3913 -4.0082 -2.7422 -0.06 0.01 0.00
```
Positions in Å, forces in eV/Å.

Charges per atom according to Löwdin partitioning, unit e:
1 Zr 1.20
2 C -0.05
3 C -0.17
4 N -0.01
5 C 0.06
6 C -0.03
7 C -0.58
8 O 0.13
9 O -0.25
10 C -0.28
11 O -0.24
12 C -0.04
13 C 0.10
14 C -0.18
15 F 0.08
16 C -0.12
17 C 0.06
18 C -0.11
19 N -0.08
20 C -0.12
21 C -0.07
22 N 0.07
23 C -0.06
24 C -0.13
25 H 0.09
26 H 0.07
27 H 0.09
28 H 0.12
29 H 0.13
30 H 0.16
31 H 0.10
32 H 0.10
33 H 0.14
34 H 0.14
35 H 0.14
36 H 0.14
37 H 0.19
38 H 0.19
39 H 0.14
40 H 0.14
41 H 0.14
42 H 0.13
43 N -0.03
44 C -0.26
45 C -0.03
46 C -0.07
47 C -0.06
48 C -0.01
49 C -0.14
50 C -0.20
51 C -0.03
52 C -0.06
53 C -0.08
54 C -0.20
55 C -0.26
56 H 0.08
57 H 0.06
58 H 0.11
59 H 0.11
60 H 0.11
61 H 0.12
62 H 0.12
63 H 0.11
64 H 0.11
65 H 0.05
66 Cl 0.24
67 Si 0.11
68 Cl 0.09
69 Cl 0.20
70 N -0.08
71 N -0.14
72 H 0.07
73 H 0.01
74 H 0.05
75 H 0.07
76 C -0.03
77 N -0.12
78 C -0.03
79 C -0.05
80 N 0.08
81 C -0.76
82 S 0.60
83 H 0.09
84 H 0.09
85 H 0.09
86 H 0.13
87 H 0.12
88 H 0.09

Entry 2:
Computed, not measured: a cluster of 9 separate species, C32H38F8O28 in total in a non-equilibrium geometry, with ωB97M-V/def2-TZVPD.

The net charge is 0. For the total energy, the calculation gives -4147.695614 Eh. The value obtained for the strongest force on any atom is 8.80 eV/Å. The calculation puts the gap between HOMO and LUMO at 10.6 eV.

```
106
Properties=species:S:1:pos:R:3:forces:R:3
C -1.0128 1.1632 -3.2064 -0.03 -0.46 0.88
C -1.8889 1.3805 -1.8087 1.13 1.21 -0.40
C -2.0911 3.0277 -1.6044 -0.44 -1.23 0.77
C -3.0748 3.6701 -2.7471 1.31 0.03 -0.53
C -2.6385 5.1577 -3.2850 -2.43 0.98 0.09
O -1.3160 5.2270 -3.9243 1.32 0.88 3.52
C -0.2775 5.7392 -3.0178 0.98 3.75 3.35
C 1.1244 4.8580 -2.9201 -0.71 -0.79 -1.29
O -0.3481 6.8326 -2.2551 -0.56 -6.59 -4.82
O -4.4558 3.7690 -2.1689 -1.21 -0.62 -4.09
C -5.4289 3.5817 -3.2948 -4.11 -4.19 1.51
O -6.4424 2.7183 -3.1862 6.63 5.77 -0.41
H -1.1997 1.9967 -4.0083 0.14 -1.56 1.49
H -1.2703 0.0927 -3.6523 0.82 2.46 0.82
H 0.1232 1.2385 -2.8894 -2.80 -0.46 -0.93
H -1.1718 1.0322 -0.9205 -1.96 0.62 -1.88
H -2.9056 0.7993 -1.7989 1.95 1.19 0.05
H -2.5488 3.1765 -0.5162 0.75 0.02 -2.45
H -1.0109 3.4752 -1.5643 -2.11 -0.56 -0.43
H -3.1348 2.9736 -3.7067 0.34 1.25 2.13
H -3.4289 5.4451 -4.1325 1.86 -0.58 1.72
H -2.8063 5.9766 -2.4351 0.77 -1.86 -1.75
H 1.5034 4.7716 -1.8047 -1.00 0.45 -2.40
H 1.9758 5.3107 -3.6230 -2.01 -0.70 1.69
H 0.8838 3.7730 -3.3548 0.54 2.38 1.13
H -5.3080 4.1886 -4.3145 0.15 -1.16 2.43
O 0.3570 4.2736 2.4694 0.65 2.71 -0.71
C 0.6099 5.4252 2.1567 -0.64 -2.90 1.15
O 0.3364 6.5112 2.9422 0.04 -1.01 -0.55
C 0.8976 7.6303 2.2859 -0.05 1.08 0.68
C 0.9643 7.1739 0.8685 0.33 0.39 -0.77
F 2.0197 7.7295 0.2321 0.07 0.08 -0.25
O 1.1921 5.7873 0.9791 -0.64 -0.08 0.64
H 1.8851 7.8420 2.7097 0.00 -0.05 -0.26
H 0.2662 8.5143 2.4090 -0.01 -0.27 0.08
H 0.0476 7.3519 0.2961 0.24 -0.01 -0.14
O 0.8082 -1.9128 -2.6788 -2.08 -0.68 1.80
C -0.1001 -2.2180 -1.9241 2.59 0.43 -1.69
O -0.1373 -3.3765 -1.1974 0.21 0.92 -0.83
C -1.2737 -3.2873 -0.3616 -0.24 -0.97 0.84
C -2.1339 -2.3110 -1.0886 -0.70 0.36 0.33
F -2.8764 -1.5845 -0.2233 -0.18 0.14 0.02
O -1.2050 -1.4504 -1.7077 0.50 -0.88 -0.23
H -0.9694 -2.9293 0.6276 -0.25 0.10 -0.18
H -1.7551 -4.2625 -0.2490 0.25 0.09 -0.05
H -2.7813 -2.7618 -1.8483 -0.11 0.18 0.14
O -1.5798 -6.3128 2.3768 2.47 1.12 0.59
C -0.4932 -5.8385 2.6634 -2.72 -0.87 -0.76
O -0.0095 -4.6652 2.1527 -0.63 -1.04 0.30
C 1.2044 -4.4058 2.8289 0.55 1.16 -0.25
C 1.6161 -5.7633 3.2865 0.68 -0.28 0.49
F 2.2955 -5.6934 4.4532 0.23 -0.12 0.21
O 0.3900 -6.4165 3.5251 -0.42 0.33 -0.88
H 1.0170 -3.7174 3.6598 0.10 -0.37 0.00
H 1.9385 -3.9530 2.1570 -0.25 -0.12 -0.06
H 2.1971 -6.3283 2.5498 0.00 0.04 0.18
O 1.6573 -6.4737 0.0196 -1.39 -2.13 -0.80
C 1.0319 -7.4399 -0.3844 1.18 2.47 0.68
O -0.2418 -7.3769 -0.8795 1.14 0.18 0.57
C -0.5495 -8.6716 -1.3560 -1.18 -0.08 -0.58
C 0.3815 -9.5337 -0.5739 0.26 -0.82 -0.15
F 0.7521 -10.6181 -1.2911 0.06 -0.27 0.07
O 1.5138 -8.7144 -0.3906 -0.55 0.78 0.26
H -0.3624 -8.7154 -2.4342 0.16 -0.18 0.16
H -1.5986 -8.9182 -1.1717 0.17 0.23 0.06
H -0.0083 -9.8465 0.4007 0.11 -0.12 -0.12
O -6.1513 -3.0220 -0.1934 -0.52 2.69 -0.68
C -6.3840 -1.8517 -0.4467 0.82 -2.99 0.34
O -5.5706 -1.0543 -1.2043 -0.54 -0.91 0.72
C -6.2537 0.1723 -1.3677 0.62 0.92 -0.81
C -7.1786 0.1855 -0.1990 -0.71 0.46 0.04
F -8.3244 0.8379 -0.4980 -0.18 0.15 0.19
O -7.4817 -1.1771 -0.0032 0.92 -0.21 -0.07
H -6.7827 0.1681 -2.3266 -0.13 0.11 0.26
H -5.5562 1.0142 -1.3556 -0.03 -0.25 -0.03
H -6.7409 0.6004 0.7152 -0.20 0.04 -0.05
O -0.1489 -2.4320 8.4023 2.15 0.90 -2.01
C 0.6968 -2.0526 7.6094 -2.11 -0.94 2.73
O 1.7093 -1.1877 7.9229 -1.00 -0.65 -0.20
C 2.5363 -1.1096 6.7792 1.10 0.82 0.21
C 1.6094 -1.5084 5.6822 -0.02 -0.19 -0.31
F 2.2771 -2.1461 4.6946 0.14 -0.06 -0.53
O 0.7439 -2.4325 6.3016 0.01 0.60 0.38
H 3.3793 -1.7993 6.8932 -0.15 -0.02 -0.25
H 2.9269 -0.0971 6.6462 -0.12 -0.15 0.22
H 1.0263 -0.6809 5.2642 0.07 -0.15 -0.15
O 1.9511 1.5448 -3.4094 2.65 1.01 -1.94
C 2.7968 1.9241 -4.2023 -1.93 -1.10 2.19
O 3.8093 2.7890 -3.8888 -0.95 -0.54 -0.07
C 4.6363 2.8671 -5.0324 1.08 0.72 0.17
C 3.7094 2.4683 -6.1295 0.15 -0.40 -0.80
F 4.3771 1.8306 -7.1170 -0.04 0.03 -0.27
O 2.8439 1.5442 -5.5100 -0.07 0.67 0.77
H 5.4793 2.1775 -4.9184 -0.17 -0.04 -0.23
H 5.0269 3.8796 -5.1654 -0.16 -0.12 0.19
H 3.1263 3.2959 -6.5475 0.07 -0.15 -0.13
O 5.1832 1.6354 5.8746 0.15 -1.76 -2.39
C 5.2567 0.9420 4.8737 0.22 2.22 2.48
O 5.7865 1.3642 3.6852 -0.52 -0.17 1.06
C 5.8061 0.2362 2.8337 0.58 0.23 -1.14
C 4.7471 -0.6319 3.4225 -0.15 -0.94 -0.15
F 5.0414 -1.9394 3.2451 -0.18 -0.20 -0.05
O 4.8143 -0.3447 4.8009 -0.01 0.81 -0.22
H 6.7986 -0.2255 2.8657 -0.22 -0.18 0.08
H 5.5846 0.5203 1.8014 0.02 0.13 0.24
H 3.7379 -0.4230 3.0517 0.07 -0.20 0.04
```
Positions in Å, forces in eV/Å.

Here are the Löwdin charges for atoms 1 to 99, given in e:
1 C -0.12
2 C -0.21
3 C -0.12
4 C -0.26
5 C -0.13
6 O -0.09
7 C -0.28
8 C -0.01
9 O -0.03
10 O -0.11
11 C -0.12
12 O -0.03
13 H 0.07
14 H 0.09
15 H 0.06
16 H 0.12
17 H 0.10
18 H 0.13
19 H 0.11
20 H 0.15
21 H 0.14
22 H 0.16
23 H 0.11
24 H 0.11
25 H 0.08
26 H 0.17
27 O 0.14
28 C -0.50
29 O 0.08
30 C -0.08
31 C -0.34
32 F 0.08
33 O 0.13
34 H 0.15
35 H 0.15
36 H 0.16
37 O 0.14
38 C -0.50
39 O 0.08
40 C -0.07
41 C -0.32
42 F 0.08
43 O 0.09
44 H 0.14
45 H 0.15
46 H 0.18
47 O 0.14
48 C -0.50
49 O 0.05
50 C -0.07
51 C -0.33
52 F 0.08
53 O 0.15
54 H 0.13
55 H 0.15
56 H 0.16
57 O 0.14
58 C -0.49
59 O 0.08
60 C -0.07
61 C -0.33
62 F 0.08
63 O 0.15
64 H 0.15
65 H 0.15
66 H 0.18
67 O 0.14
68 C -0.50
69 O 0.05
70 C -0.09
71 C -0.32
72 F 0.08
73 O 0.14
74 H 0.14
75 H 0.12
76 H 0.18
77 O 0.15
78 C -0.50
79 O 0.08
80 C -0.08
81 C -0.32
82 F 0.06
83 O 0.14
84 H 0.15
85 H 0.14
86 H 0.18
87 O 0.11
88 C -0.49
89 O 0.07
90 C -0.07
91 C -0.33
92 F 0.08
93 O 0.15
94 H 0.15
95 H 0.15
96 H 0.18
97 O 0.15
98 C -0.50
99 O 0.08

- Number 2 is which compound?
  C32H38F8O28

- What is the formula in the first record?
  C32H38Cl3FN8O3SSiZr

- Which of these has the lowest strongest force on any atom?
  C32H38Cl3FN8O3SSiZr